Density functional theory data (ωB97M-V with the def2-TZVPD basis set) for a structure of composition C44H57MnN11O2 at a distorted geometry.

Its LUMO energy (alpha / beta) is 0.211 / 0.200 eV. The calculated total energy comes out at -98356.0759 eV. The spin multiplicity is 6. The orbital gap (alpha / beta) is 7.91 / 7.90 eV. As for the expectation value of S²: 8.7560. The value obtained for the largest force on an atom is 0.093 Eh/bohr. For the highest occupied orbital energy (alpha / beta), the calculation gives -7.696 / -7.697 eV. The net charge is 0.

Each line ends with the Löwdin spin population.
Atoms and positions in Å:
1 Mn -1.653 0.412 1.979  4.62
2 O -0.205 0.349 0.619  0.08
3 H 0.649 0.684 0.283  0.01
4 O -1.648 -0.810 3.546  0.07
5 H -2.373 -1.100 4.134  0.01
6 N -0.271 2.714 3.261  0.03
7 C -0.782 2.986 2.055  0.03
8 C -2.107 2.786 2.005  0.01
9 C -2.461 2.333 3.272  0.01
10 C -1.286 2.166 4.020  0.04
11 H 0.672 2.879 3.582  0.00
12 H -0.149 3.465 1.323  0.00
13 H -2.739 3.057 1.172  0.00
14 H -3.458 2.116 3.626  0.00
15 H -1.182 1.763 5.017  0.00
16 N 4.361 -1.553 -2.855  0.00
17 C 3.732 -2.762 -2.638  0.00
18 C 3.090 -2.636 -1.479  0.00
19 C 3.125 -1.282 -1.017  0.00
20 C 3.985 -0.639 -1.905  0.00
21 H 4.935 -1.371 -3.667  0.00
22 H 3.951 -3.625 -3.249  0.00
23 H 2.522 -3.407 -0.980  0.00
24 H 2.543 -0.764 -0.269  0.00
25 H 4.455 0.322 -2.058  0.00
26 N 3.143 1.781 3.089  0.00
27 C 2.892 2.874 3.961  0.00
28 C 2.603 3.959 3.187  0.00
29 C 2.767 3.529 1.851  0.00
30 C 3.078 2.194 1.754  0.00
31 H 3.116 0.797 3.314  0.00
32 H 3.013 2.758 5.028  0.00
33 H 2.316 4.870 3.691  0.00
34 H 2.530 4.108 0.970  0.00
35 H 3.083 1.466 0.956  0.00
36 N -4.106 -1.195 1.682  0.02
37 C -4.428 0.148 1.555  0.02
38 C -3.767 0.621 0.423  0.01
39 C -2.983 -0.359 -0.119  0.01
40 C -3.198 -1.457 0.698  0.02
41 H -4.507 -1.871 2.317  0.00
42 H -5.108 0.606 2.258  0.00
43 H -4.043 1.535 -0.083  0.00
44 H -2.459 -0.283 -1.061  0.00
45 H -2.757 -2.442 0.687  0.00
46 N 1.169 -0.848 4.264  0.00
47 C 2.051 -1.057 3.210  0.00
48 C 3.306 -1.187 3.702  0.00
49 C 3.208 -1.069 5.081  0.00
50 C 1.892 -0.810 5.418  0.00
51 H 0.162 -0.865 4.199  0.00
52 H 1.683 -1.077 2.195  0.00
53 H 4.254 -1.319 3.202  0.00
54 H 4.075 -1.073 5.725  0.00
55 H 1.392 -0.713 6.370  0.00
56 N -1.852 -3.554 3.781  0.00
57 C -1.410 -4.389 4.788  0.00
58 C -1.780 -5.673 4.552  0.00
59 C -2.575 -5.605 3.378  0.00
60 C -2.635 -4.328 2.991  0.00
61 H -1.710 -2.566 3.628  0.00
62 H -0.797 -4.004 5.590  0.00
63 H -1.630 -6.567 5.140  0.00
64 H -3.053 -6.429 2.869  0.00
65 H -3.132 -3.996 2.091  0.00
66 N -0.638 4.729 -1.135  0.00
67 C 0.525 5.257 -0.632  0.00
68 C 0.216 6.025 0.483  0.00
69 C -1.202 6.152 0.482  0.00
70 C -1.675 5.239 -0.410  0.00
71 H -0.673 4.040 -1.872  0.00
72 H 1.517 5.044 -1.003  0.00
73 H 0.979 6.644 0.931  0.00
74 H -1.737 6.835 1.127  0.00
75 H -2.676 4.950 -0.693  0.00
76 N -1.654 -0.878 -5.221  0.00
77 C -2.809 -1.363 -5.632  0.00
78 C -3.480 -1.932 -4.609  0.00
79 C -2.707 -1.796 -3.525  0.00
80 C -1.563 -1.206 -3.922  0.00
81 H -0.985 -0.390 -5.799  0.00
82 H -3.086 -1.195 -6.663  0.00
83 H -4.418 -2.468 -4.626  0.00
84 H -2.944 -2.209 -2.556  0.00
85 H -0.680 -0.984 -3.343  0.00
86 N -0.197 -2.555 -0.536  0.00
87 C -0.187 -3.012 0.739  0.00
88 C -0.386 -4.350 0.825  0.00
89 C -0.434 -4.786 -0.526  0.00
90 C -0.458 -3.652 -1.354  0.00
91 H 0.035 -1.624 -0.851  0.00
92 H -0.103 -2.270 1.520  0.00
93 H -0.361 -4.898 1.756  0.00
94 H -0.404 -5.828 -0.808  0.00
95 H -0.577 -3.589 -2.425  0.00
96 N 1.624 0.434 -5.151  0.00
97 C 1.790 1.023 -6.399  0.00
98 C 1.814 0.073 -7.374  0.00
99 C 1.717 -1.149 -6.723  0.00
100 C 1.737 -0.891 -5.348  0.00
101 H 1.484 0.918 -4.275  0.00
102 H 1.812 2.090 -6.563  0.00
103 H 2.003 0.224 -8.427  0.00
104 H 1.778 -2.121 -7.189  0.00
105 H 1.845 -1.528 -4.483  0.00
106 N 0.072 1.560 -1.655  0.00
107 C -0.767 1.941 -2.744  0.00
108 C -0.018 2.727 -3.586  0.00
109 C 1.248 2.877 -3.076  0.00
110 C 1.367 2.135 -1.891  0.00
111 H -0.209 0.989 -0.871  0.00
112 H -1.787 1.589 -2.792  0.00
113 H -0.367 3.157 -4.513  0.00
114 H 1.966 3.496 -3.594  0.00
115 H 2.148 1.926 -1.176  0.00

***

Density functional theory data (ωB97M-V with the def2-TZVPD basis set) for a structure of composition C44H58As2CsIN2O6SSi at a distorted geometry.

Its LUMO energy is 3.663 eV. The calculated total energy comes out at -210878.1487 eV. The spin multiplicity is 1. The orbital gap is 6.43 eV. The value obtained for the largest force on an atom is 0.049 Eh/bohr. For the highest occupied orbital energy, the calculation gives -2.763 eV. As for the energy above the lowest of the compared OMol25 structures with the same formula, charge and spin: 1.635 eV. The net charge is -2.

Each line ends with the Löwdin charge.
Atoms and positions in Å:
1 Cs -18.677 4.909 13.690  0.60
2 C -20.862 4.406 18.812  -0.48
3 C -19.474 4.933 18.490  -0.46
4 As -18.899 6.403 19.688  1.30
5 C -19.078 5.385 21.353  -0.44
6 C -18.369 4.200 21.562  -0.09
7 C -18.598 3.496 22.751  -0.08
8 C -19.600 3.873 23.637  -0.13
9 C -20.319 5.002 23.388  -0.12
10 C -20.060 5.767 22.243  -0.14
11 C -16.960 6.103 19.528  -0.39
12 C -16.081 6.245 20.636  -0.12
13 C -14.727 5.972 20.454  -0.13
14 C -14.185 5.597 19.237  -0.10
15 C -15.036 5.529 18.135  -0.06
16 C -16.389 5.740 18.300  -0.12
17 As -21.185 2.642 18.054  1.30
18 C -21.775 3.153 16.275  -0.41
19 C -21.885 4.503 15.858  -0.11
20 C -22.101 4.841 14.518  -0.15
21 C -22.187 3.874 13.541  -0.13
22 C -21.999 2.540 13.916  -0.10
23 C -21.822 2.204 15.256  -0.15
24 C -22.915 2.318 18.898  -0.40
25 C -22.924 2.016 20.264  -0.14
26 C -24.101 1.729 20.923  -0.11
27 C -25.316 1.662 20.225  -0.11
28 C -25.313 1.982 18.876  -0.11
29 C -24.129 2.311 18.219  -0.10
30 H -21.663 5.083 18.541  0.06
31 H -21.025 4.262 19.923  0.06
32 H -19.453 5.304 17.463  0.02
33 H -18.721 4.121 18.582  0.07
34 H -17.605 3.922 20.842  0.10
35 H -18.065 2.620 23.030  0.09
36 H -19.791 3.250 24.519  0.10
37 H -21.087 5.391 24.083  0.10
38 H -20.660 6.657 22.041  0.09
39 H -16.425 6.595 21.620  0.10
40 H -14.115 6.053 21.321  0.08
41 H -13.110 5.377 19.158  0.10
42 H -14.691 5.255 17.158  0.10
43 H -17.055 5.731 17.471  0.06
44 H -21.766 5.361 16.502  0.07
45 H -22.146 5.899 14.299  0.09
46 H -22.255 4.143 12.486  0.06
47 H -21.957 1.731 13.197  0.10
48 H -21.628 1.177 15.507  0.09
49 H -22.051 2.019 20.899  0.09
50 H -24.124 1.478 21.965  0.09
51 H -26.243 1.439 20.763  0.09
52 H -26.246 1.976 18.304  0.10
53 H -24.161 2.631 17.177  0.10
54 O -17.483 8.099 16.824  -0.16
55 N -18.362 7.254 16.529  -0.10
56 N -19.362 7.731 15.898  -0.24
57 O -20.354 6.874 15.635  -0.29
58 C -19.380 8.995 15.185  -0.14
59 C -20.626 9.388 14.722  -0.01
60 C -20.743 10.473 13.827  -0.07
61 C -19.600 11.069 13.306  -0.11
62 C -18.356 10.746 13.827  -0.09
63 C -18.245 9.712 14.755  -0.02
64 H -21.475 8.834 15.034  0.10
65 H -21.681 10.820 13.472  0.08
66 H -19.691 11.865 12.570  0.09
67 H -17.435 11.214 13.495  0.09
68 H -17.322 9.370 15.188  0.08
69 O -18.650 1.212 14.164  -0.13
70 H -17.736 1.330 14.529  -0.07
71 H -18.494 0.935 13.263  0.00
72 I -20.712 6.511 10.755  -0.63
73 C -14.291 -1.187 11.482  -0.02
74 C -15.535 -0.322 11.862  -0.67
75 C -16.224 -1.005 13.029  -0.05
76 C -16.457 -0.179 10.624  -0.02
77 O -15.170 0.965 12.140  -0.16
78 Si -14.530 1.827 13.376  -0.16
79 S -15.413 1.767 15.203  0.26
80 O -12.892 1.270 13.240  -0.18
81 C -11.751 1.269 14.066  -0.65
82 C -10.518 0.893 13.180  -0.04
83 C -11.894 0.207 15.152  -0.05
84 C -11.571 2.662 14.729  -0.03
85 O -14.541 3.419 12.812  -0.18
86 C -14.390 3.858 11.491  -0.65
87 C -13.930 5.320 11.599  -0.03
88 C -13.357 3.085 10.651  -0.02
89 C -15.799 3.924 10.870  -0.02
90 H -14.442 -2.258 11.335  0.08
91 H -13.641 -1.090 12.333  0.06
92 H -13.762 -0.798 10.622  0.08
93 H -16.743 -1.921 12.720  0.09
94 H -16.949 -0.382 13.590  0.05
95 H -15.484 -1.367 13.734  0.08
96 H -16.809 -1.153 10.223  0.09
97 H -15.934 0.340 9.845  0.07
98 H -17.332 0.349 11.029  0.08
99 H -10.698 -0.087 12.761  0.07
100 H -9.556 0.889 13.758  0.09
101 H -10.422 1.529 12.311  0.06
102 H -12.171 -0.762 14.765  0.07
103 H -12.716 0.495 15.791  0.05
104 H -11.007 0.009 15.730  0.07
105 H -11.455 3.393 13.926  0.08
106 H -10.682 2.713 15.362  0.08
107 H -12.451 2.909 15.327  0.06
108 H -12.975 5.427 12.091  0.08
109 H -14.643 5.842 12.182  0.07
110 H -13.882 5.717 10.591  0.08
111 H -12.382 3.245 11.098  0.07
112 H -13.341 3.484 9.642  0.08
113 H -13.538 2.000 10.601  0.07
114 H -16.364 4.592 11.511  0.04
115 H -16.282 2.915 10.900  0.09
116 H -15.812 4.334 9.847  0.09

***

Density functional theory data (ωB97M-V with the def2-TZVPD basis set) for a structure of composition C44H58Cl2MnO2P2SSi at a distorted geometry.

Its LUMO energy (alpha / beta) is -0.273 / -0.294 eV. The calculated total energy comes out at -144323.0619 eV. The spin multiplicity is 4. The orbital gap (alpha / beta) is 6.64 / 6.69 eV. As for the expectation value of S²: 4.0186. The value obtained for the largest force on an atom is 0.023 Eh/bohr. For the highest occupied orbital energy (alpha / beta), the calculation gives -6.916 / -6.982 eV. The net charge is 0.

Each line ends with the Löwdin spin population.
Atoms and positions in Å:
1 Mn -0.053 -1.358 -1.115  3.08
2 C 3.524 -1.634 -1.993  -0.02
3 Si 2.283 -1.372 -0.650  -0.11
4 C 2.637 -2.618 0.703  -0.01
5 C 3.825 -3.340 0.779  0.00
6 C 3.961 -4.404 1.667  0.00
7 C 2.896 -4.759 2.479  0.00
8 C 1.707 -4.033 2.428  0.00
9 C 1.580 -2.957 1.559  0.00
10 P 0.100 -1.883 1.423  -0.07
11 C 0.514 -0.607 2.710  -0.02
12 C -0.511 0.547 2.804  0.00
13 C -0.440 1.282 4.147  0.00
14 C 1.020 1.441 4.561  0.00
15 C 1.666 0.062 4.818  0.00
16 C 0.912 -1.076 4.116  0.00
17 C -1.386 -2.857 1.939  0.00
18 C -1.450 -3.377 3.408  0.00
19 C -2.597 -2.754 4.201  0.00
20 C -3.955 -3.074 3.564  0.00
21 C -3.877 -3.047 2.021  0.00
22 C -2.713 -2.179 1.541  0.00
23 C 2.671 0.319 0.155  -0.03
24 C 3.881 0.519 0.836  -0.01
25 C 4.154 1.711 1.488  0.00
26 C 3.225 2.749 1.452  0.00
27 C 2.032 2.586 0.763  0.00
28 C 1.741 1.371 0.131  0.00
29 P 0.267 1.055 -0.895  -0.01
30 C -1.298 1.813 -0.237  0.00
31 C -1.308 3.176 0.484  0.00
32 C -2.754 3.628 0.698  0.00
33 C -3.445 3.937 -0.648  0.00
34 C -2.761 3.207 -1.809  0.00
35 C -2.350 1.794 -1.395  0.00
36 C 0.667 1.990 -2.441  0.00
37 C 0.919 3.500 -2.304  0.00
38 C 1.123 4.135 -3.683  0.00
39 C 2.285 3.487 -4.432  0.00
40 C 2.109 1.973 -4.515  0.00
41 C 1.880 1.354 -3.137  0.00
42 H 4.526 -1.464 -1.574  0.00
43 H 3.378 -0.947 -2.829  0.00
44 H 3.459 -2.660 -2.372  0.00
45 H 4.645 -3.106 0.105  0.00
46 H 4.884 -4.971 1.700  0.00
47 H 2.976 -5.608 3.147  0.00
48 H 0.886 -4.344 3.056  0.00
49 H 1.424 -0.197 2.271  0.00
50 H -1.530 0.208 2.621  0.00
51 H -0.273 1.259 2.019  0.00
52 H -0.987 0.730 4.918  0.00
53 H -0.933 2.252 4.056  0.00
54 H 1.112 2.073 5.445  0.00
55 H 1.552 1.954 3.754  0.00
56 H 1.696 -0.149 5.889  0.00
57 H 2.703 0.068 4.471  0.00
58 H 0.023 -1.336 4.693  0.00
59 H 1.546 -1.960 4.081  0.00
60 H -1.281 -3.710 1.269  0.00
61 H -0.524 -3.210 3.941  0.00
62 H -1.587 -4.464 3.383  0.00
63 H -2.449 -1.669 4.260  0.00
64 H -2.570 -3.118 5.230  0.00
65 H -4.700 -2.358 3.917  0.00
66 H -4.290 -4.058 3.903  0.00
67 H -4.816 -2.683 1.601  0.00
68 H -3.734 -4.058 1.629  0.00
69 H -2.812 -1.195 2.001  0.00
70 H -2.743 -2.032 0.465  0.00
71 H 4.606 -0.291 0.885  0.00
72 H 5.087 1.837 2.027  0.00
73 H 3.434 3.687 1.954  0.00
74 H 1.332 3.412 0.724  0.00
75 H -1.610 1.078 0.504  0.00
76 H -0.782 3.944 -0.082  0.00
77 H -0.800 3.098 1.443  0.00
78 H -2.782 4.502 1.351  0.00
79 H -3.289 2.832 1.227  0.00
80 H -3.448 5.013 -0.835  0.00
81 H -4.493 3.631 -0.601  0.00
82 H -1.876 3.762 -2.138  0.00
83 H -3.427 3.163 -2.671  0.00
84 H -1.977 1.251 -2.264  0.00
85 H -3.235 1.245 -1.065  0.00
86 H -0.205 1.856 -3.091  0.00
87 H 1.826 3.652 -1.708  0.00
88 H 0.109 4.007 -1.786  0.00
89 H 1.290 5.209 -3.572  0.00
90 H 0.203 4.018 -4.269  0.00
91 H 3.220 3.713 -3.904  0.00
92 H 2.377 3.915 -5.432  0.00
93 H 2.977 1.510 -4.990  0.00
94 H 1.248 1.739 -5.152  0.00
95 H 2.764 1.540 -2.512  0.00
96 H 1.757 0.279 -3.222  0.00
97 Cl -3.819 -1.568 -7.387  0.00
98 C -2.688 -1.476 -6.065  0.00
99 C -1.311 -1.398 -6.340  0.00
100 C -0.401 -1.322 -5.326  0.00
101 Cl 1.289 -1.284 -5.701  0.00
102 C -0.796 -1.294 -3.952  0.00
103 O 0.094 -1.192 -3.043  0.02
104 C -2.194 -1.399 -3.716  0.00
105 C -2.731 -1.417 -2.391  0.00
106 O -2.084 -1.279 -1.354  0.04
107 C -3.119 -1.494 -4.778  0.00
108 H -0.966 -1.410 -7.366  0.00
109 H -3.816 -1.571 -2.300  0.00
110 H -4.178 -1.575 -4.556  0.00
111 S 0.154 -3.478 -1.209  0.16